Below is 14 unconnected molecules or ions with the total composition C40H116N8O16 at a distorted geometry, with properties calculated with ωB97M-V/def2-TZVPD.

Geometry (Å):
C1 -0.169 5.252 -0.937
C2 -1.506 5.100 -0.304
O1 -1.634 3.848 0.479
O2 0.944 5.209 0.041
H1 -0.105 6.213 -1.489
H2 -0.021 4.508 -1.701
H3 -2.336 5.203 -1.008
H4 -1.624 5.898 0.402
H5 -1.782 3.124 -0.209
H6 0.813 4.410 0.548
C3 -4.845 2.923 3.620
C4 -3.902 3.870 2.955
O3 -2.533 3.378 3.066
O4 -6.109 3.523 3.539
H7 -4.533 2.849 4.695
H8 -4.798 1.944 3.104
H9 -3.804 4.861 3.477
H10 -4.232 3.972 1.906
H11 -2.088 3.554 2.221
H12 -6.891 2.977 3.520
C5 -6.357 2.757 -0.226
C6 -6.446 2.419 -1.679
C7 -6.408 0.918 -1.944
O5 -5.206 0.396 -1.447
C8 -4.921 -0.888 -1.920
N1 -7.689 2.980 -2.125
H13 -6.368 3.825 -0.064
H14 -5.404 2.451 0.123
H15 -7.133 2.224 0.322
H16 -5.562 2.789 -2.209
H17 -6.510 0.872 -3.048
H18 -7.353 0.502 -1.545
H19 -3.913 -1.144 -1.719
H20 -5.070 -0.954 -3.084
H21 -5.502 -1.613 -1.408
H22 -8.504 2.506 -1.747
H23 -7.718 2.895 -3.130
C9 1.831 3.338 -3.377
C10 1.178 3.723 -4.693
C11 0.854 2.523 -5.505
O6 0.731 2.830 -6.890
C12 0.121 1.833 -7.626
N2 -0.011 4.568 -4.398
H24 2.386 4.082 -2.860
H25 2.525 2.462 -3.541
H26 1.123 2.959 -2.577
H27 1.915 4.268 -5.268
H28 -0.001 2.013 -5.071
H29 1.664 1.814 -5.287
H30 -0.878 1.608 -7.362
H31 0.747 0.975 -7.472
H32 0.076 2.051 -8.688
H33 0.262 5.365 -3.783
H34 -0.329 4.896 -5.300
C13 0.948 1.383 7.209
C14 0.698 1.784 5.745
C15 1.403 0.917 4.732
O7 2.773 0.720 5.050
C16 3.315 -0.559 5.047
N3 -0.684 1.903 5.512
H35 0.519 0.397 7.479
H36 0.485 2.126 7.838
H37 2.007 1.335 7.415
H38 1.154 2.771 5.670
H39 1.178 1.416 3.763
H40 0.875 -0.048 4.754
H41 4.244 -0.575 4.452
H42 2.648 -1.345 4.669
H43 3.676 -0.786 6.047
H44 -1.190 1.041 5.708
H45 -0.972 2.159 4.581
C17 0.911 -4.292 1.296
C18 1.794 -4.466 0.045
C19 3.056 -5.284 0.438
O8 4.020 -5.412 -0.556
C20 4.732 -4.186 -0.742
N4 0.953 -5.118 -1.046
H46 1.576 -4.033 2.192
H47 0.312 -5.214 1.525
H48 0.179 -3.496 1.174
H49 2.228 -3.535 -0.327
H50 2.716 -6.337 0.620
H51 3.588 -4.902 1.363
H52 5.220 -3.794 0.125
H53 4.065 -3.374 -1.092
H54 5.463 -4.419 -1.558
H55 0.932 -6.141 -0.938
H56 1.378 -4.931 -1.977
C21 5.099 3.214 -4.901
C22 6.122 3.128 -3.695
C23 5.510 3.539 -2.366
O9 5.126 4.904 -2.425
C24 4.571 5.322 -1.213
N5 6.499 1.753 -3.477
H57 5.548 2.729 -5.763
H58 4.777 4.226 -5.092
H59 4.255 2.635 -4.535
H60 7.003 3.652 -4.059
H61 6.159 3.352 -1.536
H62 4.688 2.907 -2.078
H63 3.616 4.797 -1.079
H64 4.346 6.353 -1.284
H65 5.195 5.133 -0.305
H66 7.184 1.722 -2.762
H67 6.863 1.404 -4.342
C25 -2.805 -4.320 -2.309
C26 -2.701 -3.677 -0.912
C27 -2.915 -4.678 0.207
O10 -4.195 -5.240 0.278
C28 -4.256 -6.515 0.876
N6 -1.391 -3.048 -0.856
H68 -2.629 -3.584 -3.087
H69 -3.758 -4.780 -2.511
H70 -2.133 -5.172 -2.395
H71 -3.402 -2.862 -0.810
H72 -2.707 -4.148 1.204
H73 -2.142 -5.424 0.218
H74 -3.772 -6.594 1.863
H75 -3.786 -7.219 0.168
H76 -5.281 -6.805 0.996
H77 -1.239 -2.579 0.037
H78 -0.664 -3.780 -1.010
C29 0.035 -5.430 5.485
C30 0.596 -4.546 6.581
C31 1.966 -4.985 7.065
O11 2.597 -3.979 7.890
C32 1.882 -3.995 9.129
N7 0.788 -3.187 6.106
H79 -0.112 -6.472 5.776
H80 0.617 -5.355 4.566
H81 -0.949 -5.054 5.217
H82 -0.061 -4.620 7.477
H83 2.713 -5.164 6.282
H84 1.912 -5.968 7.642
H85 0.847 -3.742 9.007
H86 2.431 -3.277 9.754
H87 1.902 -4.999 9.611
H88 1.325 -2.674 6.778
H89 -0.097 -2.717 5.920
C33 0.087 0.696 -0.327
C34 -1.423 0.369 -0.527
C35 -2.103 -0.029 0.743
O12 -1.183 -0.918 1.389
C36 -1.643 -1.435 2.591
N8 -2.157 1.503 -1.057
H90 0.136 1.659 0.205
H91 0.439 1.068 -1.358
H92 0.659 -0.141 0.056
H93 -1.444 -0.480 -1.147
H94 -3.062 -0.509 0.553
H95 -2.337 0.755 1.444
H96 -0.906 -2.180 2.910
H97 -2.605 -1.901 2.348
H98 -1.736 -0.670 3.376
H99 -1.904 1.731 -2.006
H100 -3.160 1.364 -0.957
C37 -3.087 3.190 -4.443
O13 -2.303 3.239 -3.329
H101 -4.148 3.346 -4.192
H102 -2.825 3.988 -5.148
H103 -3.053 2.261 -5.006
H104 -1.548 3.758 -3.564
C38 4.192 -0.979 -0.060
O14 5.401 -0.947 -0.762
H105 3.309 -0.948 -0.704
H106 4.058 -1.888 0.485
H107 4.097 -0.137 0.564
H108 5.254 -1.192 -1.705
C39 5.202 -1.544 -4.569
O15 4.648 -0.949 -3.351
H109 4.402 -1.712 -5.253
H110 5.949 -0.912 -5.031
H111 5.636 -2.488 -4.275
H112 4.851 -0.006 -3.264
C40 0.329 -0.569 -3.992
O16 -0.959 -0.172 -3.888
H113 0.656 -1.140 -4.894
H114 0.902 0.348 -3.890
H115 0.597 -1.268 -3.174
H116 -1.574 -0.903 -3.712

Results
**Net charge**: 0
**Frontier orbital gap**: 0.3278 Ha
**HOMO**: -0.3108 hartree


Below is a molecular structure, C18H37Cl3NO2PPdSe2, with properties calculated with ωB97M-V/def2-TZVPD.

Geometry (Å):
Pd1 -0.556 -0.031 0.528
C1 3.020 -0.633 -0.110
Se1 1.381 -1.658 0.063
C2 1.547 -2.223 1.926
C3 1.775 -1.095 2.912
Se2 0.294 0.199 2.953
C4 1.335 1.834 2.946
H1 3.858 -1.289 0.112
H2 3.021 0.230 0.549
H3 3.082 -0.313 -1.147
H4 2.383 -2.921 1.962
H5 0.629 -2.773 2.128
H6 2.683 -0.533 2.704
H7 1.837 -1.493 3.925
H8 1.970 1.872 2.064
H9 1.930 1.865 3.855
H10 0.626 2.659 2.946
Cl1 -5.286 -0.687 2.111
C5 -3.817 -1.606 2.395
Cl2 -4.045 -3.290 1.969
Cl3 -3.311 -1.453 4.096
C6 -2.644 -1.004 1.610
O1 -1.652 -1.735 1.329
O2 -2.644 0.217 1.323
C7 -1.779 3.859 1.177
C8 -2.219 3.809 -0.296
C9 -3.529 3.008 -0.328
C10 -2.477 5.219 -0.848
P1 -0.863 2.990 -1.303
N1 -0.300 1.722 -0.333
C11 -1.474 2.090 -2.835
C12 -2.365 3.035 -3.656
C13 -2.252 0.832 -2.406
C14 -0.307 1.614 -3.708
C15 0.660 4.050 -1.571
C16 0.987 4.856 -0.306
C17 1.872 3.141 -1.839
C18 0.444 5.006 -2.752
H11 -2.568 4.369 1.732
H12 -0.856 4.405 1.348
H13 -1.695 2.851 1.589
H14 -4.233 3.553 0.305
H15 -3.420 2.012 0.099
H16 -3.977 2.945 -1.315
H17 -3.307 5.641 -0.279
H18 -2.777 5.207 -1.896
H19 -1.631 5.891 -0.732
H20 -3.283 3.311 -3.144
H21 -2.649 2.505 -4.567
H22 -1.843 3.942 -3.957
H23 -3.047 1.009 -1.690
H24 -1.576 0.069 -2.006
H25 -2.701 0.409 -3.306
H26 0.247 2.429 -4.168
H27 -0.740 1.022 -4.516
H28 0.380 0.967 -3.162
H29 1.167 4.210 0.555
H30 0.232 5.594 -0.051
H31 1.912 5.398 -0.506
H32 2.044 2.444 -1.016
H33 2.747 3.789 -1.910
H34 1.806 2.586 -2.768
H35 -0.412 5.664 -2.613
H36 0.334 4.483 -3.700
H37 1.331 5.637 -2.831

Results
**Net charge**: +2
**Frontier orbital gap (spin up / spin down)**: 0.3602 / 0.2359 Ha
**2S+1**: 5
**HOMO (spin up / spin down)**: -0.5403 / -0.5634 hartree
**Energy above the lowest of the compared OMol25 structures with the same formula, charge and spin**: 0.0 kJ/mol


Below is a molecular structure, C26H33Cl2N3Si2Tc, with properties calculated with ωB97M-V/def2-TZVPD.

Geometry (Å):
Tc1 -1.239 0.387 0.322
C1 -4.040 2.397 3.082
C2 -2.956 1.652 2.611
N1 -2.613 1.614 1.335
C3 -3.331 2.347 0.430
C4 -4.481 3.055 0.809
C5 -4.812 3.078 2.179
C6 -5.258 3.688 -0.193
C7 -4.889 3.558 -1.498
C8 -3.709 2.873 -1.869
C9 -2.881 2.321 -0.920
N2 -1.650 1.657 -1.082
C10 -0.903 1.603 -2.258
C11 -1.012 2.432 -3.354
C12 -0.200 2.266 -4.492
C13 0.765 1.304 -4.528
C14 0.980 0.506 -3.381
C15 2.067 -0.384 -3.291
C16 2.328 -1.007 -2.110
C17 1.471 -0.817 -1.008
N3 0.372 -0.068 -1.082
C18 0.149 0.641 -2.253
H1 -4.269 2.396 4.136
H2 -2.362 1.058 3.292
H3 -5.681 3.633 2.503
H4 -6.146 4.235 0.090
H5 -5.496 3.990 -2.279
H6 -3.508 2.772 -2.920
H7 -1.695 3.263 -3.351
H8 -0.346 2.927 -5.334
H9 1.399 1.172 -5.391
H10 2.712 -0.524 -4.147
H11 3.187 -1.650 -1.998
H12 2.963 -1.501 0.354
Cl1 -2.775 -1.134 -0.291
C19 -2.231 -1.684 3.023
Cl2 -0.771 -1.010 2.395
H13 -2.115 -2.210 3.953
H14 -3.042 -1.769 2.324
C20 1.903 -3.934 2.049
Si1 1.554 -3.438 0.290
C21 2.784 -4.185 -0.885
C22 -0.186 -3.773 -0.249
C23 1.869 -1.492 0.256
Si2 3.209 0.230 1.480
C24 3.740 -0.806 2.894
C25 1.822 1.416 1.736
C26 4.404 0.653 0.164
H15 1.677 -4.990 2.182
H16 1.297 -3.382 2.766
H17 2.954 -3.802 2.308
H18 2.704 -5.270 -0.822
H19 3.815 -3.926 -0.642
H20 2.592 -3.914 -1.922
H21 -0.274 -4.831 -0.498
H22 -0.462 -3.209 -1.140
H23 -0.923 -3.554 0.520
H24 1.365 -1.115 1.144
H25 2.893 -1.112 3.509
H26 4.414 -0.220 3.526
H27 4.295 -1.685 2.565
H28 1.352 1.302 2.711
H29 1.084 1.219 0.945
H30 2.159 2.447 1.608
H31 5.099 -0.161 -0.041
H32 4.990 1.517 0.494
H33 3.890 0.942 -0.752

Results
**Net charge**: +2
**Frontier orbital gap (spin up / spin down)**: 0.2251 / 0.2444 Ha
**2S+1**: 4
**HOMO (spin up / spin down)**: -0.4642 / -0.4782 hartree
**Energy above the lowest of the compared OMol25 structures with the same formula, charge and spin**: 130.5 kJ/mol


Below is a gas-phase ion, C4H13N3OP (charge +1) at a distorted geometry, with properties calculated with ωB97M-V/def2-TZVPD.

Geometry (Å):
C1 0.162 -0.914 0.227
C2 -1.028 -0.244 -1.695
C3 1.194 -1.787 0.819
C4 0.781 1.600 0.464
N1 -0.595 -1.391 -0.865
N2 0.017 0.764 -1.651
N3 0.829 0.412 -0.443
O1 -2.252 0.149 -1.001
P1 -2.445 1.261 0.279
H1 -0.442 -0.492 1.062
H2 -1.229 -0.709 -2.726
H3 1.664 -1.552 1.821
H4 2.048 -1.881 0.226
H5 0.689 -2.717 1.024
H6 0.571 2.537 -0.058
H7 0.007 1.479 1.150
H8 1.816 1.769 0.851
H9 -0.119 -2.212 -1.392
H10 -0.263 1.677 -1.488
H11 1.792 0.298 -0.824
H12 -3.140 2.163 -0.426
H13 -3.548 0.563 0.739

Results
**Net charge**: +1
**Frontier orbital gap (spin up / spin down)**: 0.2135 / 0.2834 Ha
**2S+1**: 3
**HOMO (spin up / spin down)**: -0.3219 / -0.5249 hartree


Below is C6H11N in the gas phase at a distorted geometry, with properties calculated with ωB97M-V/def2-TZVPD.

Geometry (Å):
C1 0.979 2.369 0.693
C2 0.698 0.865 0.752
C3 0.278 0.187 -0.573
C4 -0.896 -0.851 -0.462
C5 -0.581 -2.217 -1.093
C6 -1.307 -1.050 0.936
N1 -1.595 -1.164 2.051
H1 0.855 2.796 1.695
H2 1.993 2.611 0.359
H3 0.272 2.886 0.034
H4 1.569 0.345 1.167
H5 -0.095 0.723 1.487
H6 -0.024 0.951 -1.299
H7 1.136 -0.331 -1.021
H8 -1.777 -0.440 -0.972
H9 -0.377 -2.102 -2.162
H10 0.295 -2.668 -0.617
H11 -1.422 -2.909 -0.978

Results
**SMILES**: CCC[C@@H](C)C#N
**Net charge**: 0
**Frontier orbital gap**: 0.4468 Ha
**HOMO**: -0.4117 hartree
**Energy above the lowest of the compared OMol25 structures with the same formula, charge and spin**: 43.3 kJ/mol


Below is 2 unconnected molecules or ions with the total composition C2H4NO3 at a distorted geometry, with properties calculated with ωB97M-V/def2-TZVPD.

Geometry (Å):
C1 0.234 -2.128 -0.667
N1 0.342 -0.860 -1.037
O1 0.695 -3.090 -1.275
H1 -0.388 -2.254 0.226
H2 -0.031 -0.123 -0.445
H3 0.920 -0.587 -1.819
O2 0.680 2.063 0.665
C2 -0.429 2.294 1.214
O3 -1.372 3.001 0.875
H4 -0.652 1.683 2.263

Results
**Net charge**: -1
**Frontier orbital gap**: 0.2953 Ha
**HOMO**: -0.1559 hartree
**Energy above the lowest of the compared OMol25 structures with the same formula, charge and spin**: 49.9 kJ/mol


Below is C11H16N4O4 in the gas phase at a distorted geometry, with properties calculated with ωB97M-V/def2-TZVPD.

Geometry (Å):
O1 -2.440 4.344 1.089
C1 -1.381 3.639 0.836
C2 -1.513 2.791 -0.497
O2 -0.239 1.972 -0.827
C3 -0.495 0.715 -1.249
N1 -0.302 -0.389 -0.163
C4 -0.622 -0.567 1.142
N2 0.074 -1.379 1.664
C5 0.994 -1.917 0.972
C6 0.782 -1.337 -0.317
N3 1.274 -1.365 -1.841
C7 2.422 -1.939 -1.789
N4 3.198 -2.687 -1.065
C8 3.344 -2.453 0.241
C9 2.069 -2.884 1.110
O3 2.106 -3.225 2.422
C10 -2.279 0.714 -1.286
C11 -2.542 1.838 -0.451
O4 -3.802 2.490 -0.983
H1 -2.324 4.777 1.804
H2 -0.547 4.294 0.847
H3 -1.077 2.781 1.538
H4 -1.721 3.417 -1.461
H5 -0.165 0.456 -2.027
H6 -1.546 -0.054 1.752
H7 2.853 -2.006 -2.857
H8 4.163 -3.102 -1.487
H9 4.183 -3.155 0.727
H10 3.415 -1.462 0.824
H11 1.697 -3.866 0.713
H12 1.632 -2.605 2.983
H13 -2.484 0.883 -2.518
H14 -2.710 -0.289 -0.851
H15 -2.933 1.382 0.571
H16 -4.066 3.189 -0.328

Results
**SMILES**: OC[C@H]1O[C@@H](n2cnc3c2N=CNC[C@H]3O)C[C@@H]1O
**Net charge**: 0
**Frontier orbital gap**: 0.3094 Ha
**HOMO**: -0.2933 hartree
**Energy above the lowest of the compared OMol25 structures with the same formula, charge and spin**: 939.1 kJ/mol


Below is 9 unconnected molecules or ions with the total composition H18O9 at a distorted geometry, with properties calculated with ωB97M-V/def2-TZVPD.

Geometry (Å):
O1 0.196 -0.647 -3.245
H1 -0.203 -0.422 -2.340
H2 1.013 -0.185 -3.218
O2 -3.311 0.276 1.574
H3 -2.976 0.891 0.994
H4 -2.583 -0.130 1.737
O3 1.210 -2.757 -1.406
H5 0.646 -2.138 -1.535
H6 1.852 -2.746 -2.329
O4 3.169 -0.773 0.281
H7 2.740 -1.557 0.637
H8 2.430 -0.196 -0.038
O5 -2.053 2.059 0.041
H9 -1.251 1.525 -0.003
H10 -2.488 1.864 -0.918
O6 -0.082 0.385 -0.517
H11 -0.154 0.183 0.384
H12 0.447 1.170 -0.799
O7 0.612 0.445 1.750
H13 0.327 -0.424 2.088
H14 0.074 0.967 2.336
O8 -1.374 -1.609 2.364
H15 -0.809 -2.267 2.039
H16 -1.609 -1.620 3.210
O9 1.039 2.623 -0.996
H17 1.599 2.748 -0.298
H18 1.535 2.339 -1.791

Results
**SMILES**: O.O.O.O.O.O.O.O.O
**Net charge**: 0
**Frontier orbital gap**: 0.3862 Ha
**HOMO**: -0.3931 hartree
**Energy above the lowest of the compared OMol25 structures with the same formula, charge and spin**: 506.8 kJ/mol


Below is a molecular structure, C32H29F2N2S at a distorted geometry, with properties calculated with ωB97M-V/def2-TZVPD.

Geometry (Å):
F1 6.123 -0.143 -0.800
C1 4.844 -0.640 -0.875
C2 3.961 -0.356 0.173
C3 2.704 -0.951 0.119
C4 2.223 -1.601 -1.001
C5 0.792 -2.045 -0.838
C6 -0.008 -2.298 -2.086
C7 -1.253 -2.914 -1.912
C8 -1.850 -3.600 -2.977
C9 -1.180 -3.605 -4.204
F2 -1.448 -4.632 -5.070
C10 -0.172 -2.675 -4.497
C11 0.405 -2.005 -3.414
C12 3.138 -1.844 -2.064
C13 4.460 -1.374 -1.992
H1 4.262 0.281 1.003
H2 2.050 -0.886 0.987
H3 0.670 -2.825 -0.015
H4 -1.747 -2.884 -0.936
H5 -2.753 -4.194 -2.841
H6 0.206 -2.546 -5.520
H7 1.214 -1.282 -3.604
H8 2.862 -2.443 -2.947
H9 5.184 -1.600 -2.784
C14 -2.980 3.475 0.010
C15 -1.718 2.751 -0.451
C16 -1.536 2.838 -1.976
C17 -1.658 1.310 0.023
C18 -1.849 1.215 1.511
N1 -1.578 -0.171 1.908
C19 -1.898 -0.622 3.206
C20 -1.484 -1.934 3.422
C21 -1.756 -2.552 4.655
C22 -2.489 -1.839 5.642
C23 -2.854 -0.494 5.428
C24 -2.567 0.113 4.185
S1 -0.647 -2.548 2.004
C25 -0.816 -1.030 1.165
N2 -0.168 -0.723 0.047
C26 -0.364 0.650 -0.471
C27 0.857 1.491 -0.208
C28 1.693 1.878 -1.257
C29 2.852 2.610 -1.006
C30 3.181 2.988 0.300
C31 2.363 2.578 1.357
C32 1.179 1.880 1.094
H10 -3.882 2.883 -0.202
H11 -2.937 3.671 1.090
H12 -3.062 4.440 -0.510
H13 -0.867 3.288 -0.002
H14 -2.150 2.089 -2.502
H15 -1.833 3.838 -2.331
H16 -0.486 2.682 -2.276
H17 -2.494 0.759 -0.441
H18 -1.236 1.927 2.087
H19 -2.872 1.450 1.840
H20 -1.399 -3.570 4.833
H21 -2.771 -2.332 6.585
H22 -3.356 0.072 6.223
H23 -2.878 1.142 3.983
H24 -0.477 0.539 -1.548
H25 1.471 1.535 -2.274
H26 3.508 2.878 -1.846
H27 4.093 3.553 0.492
H28 2.640 2.795 2.395
H29 0.538 1.561 1.910

Results
**Net charge**: +1
**Frontier orbital gap**: 0.3129 Ha
**HOMO**: -0.4240 hartree
**Energy above the lowest of the compared OMol25 structures with the same formula, charge and spin**: 0.0 kJ/mol